# 1
Entry from the Open Molecules 2025 dataset: one molecule with the formula C22H28N4O3S in a non-equilibrium geometry (ωB97M-V/def2-TZVPD).

Last columns: bonded neighbours and bond lengths (Å).
Positions of all 58 atoms, in Å:
1 O -2.308 0.881 2.532  C2 1.216
2 C -2.485 0.094 1.622  O1 1.216, C3 1.502, N19 1.353
3 C -1.330 -0.592 0.950  C2 1.502, C4 1.392, C18 1.391
4 C -0.859 -0.143 -0.280  C3 1.392, C5 1.385, H31 1.080
5 C 0.254 -0.740 -0.848  C4 1.385, C6 1.382, H32 1.078
6 C 0.881 -1.780 -0.188  C5 1.382, S7 1.795, C17 1.381
7 S 2.373 -2.489 -0.890  C6 1.795, O8 1.434, O9 1.433, N10 1.650
8 O 2.317 -2.344 -2.315  S7 1.434
9 O 2.567 -3.794 -0.331  S7 1.433
10 N 3.583 -1.515 -0.333  S7 1.650, C11 1.442, C16 1.439
11 C 4.102 -1.754 0.991  N10 1.442, C12 1.530, H33 1.091, H34 1.095
12 C 5.523 -2.314 0.911  C11 1.530, C13 1.527, H35 1.091, H36 1.092
13 C 6.554 -1.295 0.431  C12 1.527, C14 1.530, H37 1.092, H38 1.093
14 C 6.200 -0.629 -0.900  C13 1.530, C15 1.530, H39 1.090, H40 1.092
15 C 5.079 0.405 -0.768  C14 1.530, C16 1.532, H41 1.091, H42 1.092
16 C 3.679 -0.199 -0.910  N10 1.439, C15 1.532, H43 1.092, H44 1.103
17 C 0.424 -2.231 1.035  C6 1.381, C18 1.384, H45 1.078
18 C -0.684 -1.632 1.610  C3 1.391, C17 1.384, H46 1.080
19 N -3.718 -0.256 1.190  C2 1.353, C20 1.443, C30 1.451
20 C -3.989 -1.046 0.013  N19 1.443, C21 1.550, H47 1.089, H48 1.095
21 C -4.385 -0.103 -1.152  C20 1.550, N22 1.450, H49 1.095, H50 1.089
22 N -4.851 1.163 -0.622  C21 1.450, C23 1.376, C29 1.445
23 C -4.012 2.253 -0.682  N22 1.376, C24 1.405, N28 1.335
24 C -4.275 3.449 0.005  C23 1.405, C25 1.377, H51 1.077
25 C -3.431 4.521 -0.180  C24 1.377, C26 1.390, H52 1.080
26 C -2.343 4.402 -1.038  C25 1.390, C27 1.380, H53 1.078
27 C -2.161 3.186 -1.665  C26 1.380, N28 1.323, H54 1.083
28 N -2.959 2.145 -1.496  C23 1.335, C27 1.323
29 C -5.717 0.955 0.515  N22 1.445, C30 1.543, H55 1.094, H56 1.088
30 C -4.878 0.446 1.706  N19 1.451, C29 1.543, H57 1.093, H58 1.096
31 H -1.363 0.668 -0.785  C4 1.080
32 H 0.631 -0.428 -1.808  C5 1.078
33 H 3.459 -2.501 1.461  C11 1.091
34 H 4.067 -0.836 1.586  C11 1.095
35 H 5.496 -3.163 0.226  C12 1.091
36 H 5.815 -2.681 1.897  C12 1.092
37 H 7.513 -1.808 0.324  C13 1.092
38 H 6.681 -0.521 1.192  C13 1.093
39 H 5.908 -1.389 -1.626  C14 1.090
40 H 7.094 -0.127 -1.276  C14 1.092
41 H 5.187 1.169 -1.539  C15 1.091
42 H 5.170 0.905 0.199  C15 1.092
43 H 3.432 -0.333 -1.965  C16 1.092
44 H 2.939 0.484 -0.462  C16 1.103
45 H 0.930 -3.056 1.511  C17 1.078
46 H -1.052 -1.967 2.568  C18 1.080
47 H -3.115 -1.641 -0.248  C20 1.089
48 H -4.814 -1.727 0.252  C20 1.095
49 H -5.187 -0.554 -1.746  C21 1.095
50 H -3.534 0.105 -1.799  C21 1.089
51 H -5.117 3.545 0.670  C24 1.077
52 H -3.615 5.448 0.343  C25 1.080
53 H -1.664 5.222 -1.204  C26 1.078
54 H -1.331 3.017 -2.339  C27 1.083
55 H -6.459 0.208 0.221  C29 1.094
56 H -6.251 1.866 0.778  C29 1.088
57 H -4.503 1.272 2.314  C30 1.093
58 H -5.469 -0.222 2.342  C30 1.096

Computed properties:
Total energy ... -1698.0698 a.u.
Relative energy (zero: lowest compared OMol25 entry of this formula, charge and spin) ... 2.497 eV
HOMO-LUMO gap ... 8.91 eV
M ... 428.56 g/mol

=====

# 2
Entry from the Open Molecules 2025 dataset: one molecule with the formula CH3IN4 in a non-equilibrium geometry (ωB97M-V/def2-TZVPD).

Last columns: bonded neighbours and bond lengths (Å).
Positions of all 9 atoms, in Å:
1 C -1.533 -0.137 -0.124  N2 1.239, I6 2.107, H7 1.100
2 N -1.025 0.990 -0.210  C1 1.239, N3 1.334
3 N 0.283 1.246 -0.167  N2 1.334, N5 1.244
4 N 1.232 -0.827 0.073  N5 1.294, H8 1.119
5 N 1.232 0.466 0.033  N3 1.244, N4 1.294, H9 1.007
6 I -3.619 -0.434 -0.121  C1 2.107
7 H -0.893 -1.022 0.003  C1 1.100
8 H 2.226 -1.251 0.367  N4 1.119
9 H 2.097 0.968 0.148  N5 1.007

Computed properties:
Total energy ... -556.4600 a.u.
Relative energy (zero: lowest compared OMol25 entry of this formula, charge and spin) ... 3.221 eV
HOMO-LUMO gap (spin up / spin down) ... 8.84 / 8.84 eV
M ... 197.97 g/mol